The following is a DFT calculation (ωB97M-V/def2-TZVPD) of C31H44BCrN11O2S as an isolated structure.

Relative energy (zero: lowest compared OMol25 entry of this formula, charge and spin) ... 308.4 kJ/mol
Multiplicity ... 2
Total charge ... +1
E_LUMO (alpha / beta) ... -0.111 / -0.101 Ha
Gap between HOMO and LUMO (alpha / beta) ... 0.26089 / 0.27357 hartree

Element x y z (Å)
Cr: 0.36 0.08 -0.06
S: -1.04 1.24 1.75
O: 2.45 0.24 -1.63
O: -2.42 -0.72 -0.68
N: -3.61 1.94 1.72
N: -0.51 1.92 -1.15
N: 2.43 -2.15 0.07
N: 1.75 -1.98 2.40
N: -2.69 2.15 -0.27
N: 0.46 -1.65 2.24
N: 1.46 -0.56 -1.57
N: 2.95 -0.06 1.33
N: 1.96 0.79 1.00
N: -1.10 -1.10 -0.79
N: 1.35 -1.52 -0.49
C: -1.82 -3.34 -1.57
C: 0.26 -1.24 -3.74
C: 0.65 -2.48 -1.40
C: -0.21 -2.25 3.23
C: 1.61 3.28 1.01
C: 2.41 4.30 0.19
C: -2.50 -1.98 2.27
C: -2.45 1.79 1.04
C: -4.59 2.33 0.84
C: -1.89 -0.97 4.50
C: 1.21 -1.62 -2.60
C: -4.04 2.45 -0.38
C: 4.03 0.64 1.73
C: 1.91 -2.79 3.46
C: 1.23 3.86 2.38
C: -1.67 -2.14 3.53
C: 0.68 -2.99 4.02
C: 2.33 -3.49 -0.23
C: -3.79 1.78 3.13
C: 2.42 2.04 1.20
C: -0.82 -2.29 -1.22
C: 0.42 2.35 -2.02
C: 2.57 -2.11 -3.08
C: 1.32 -3.77 -1.07
C: 0.82 -0.11 -4.60
C: -1.13 3.73 -3.18
C: -1.74 2.44 -1.25
C: -2.08 3.35 -2.26
C: 3.73 1.98 1.66
C: 0.16 3.23 -3.05
C: -0.02 -2.47 -4.61
B: 2.86 -1.58 1.43
H: 2.96 -1.40 -3.80
H: 3.03 -4.17 0.21
H: 1.62 -0.47 -5.24
H: 4.93 0.14 2.03
H: -2.83 1.90 3.62
H: -1.97 -3.06 4.04
H: -1.31 -1.12 5.41
H: -1.31 -4.26 -1.83
H: 0.94 3.52 -3.73
H: -5.60 2.49 1.16
H: 1.21 0.69 -3.98
H: -0.86 -2.27 -5.28
H: 1.06 -4.72 -1.50
H: -2.43 -3.03 -2.41
H: 0.67 3.12 2.96
H: -0.27 -3.34 -4.00
H: -3.56 -1.90 2.50
H: 4.38 2.80 1.89
H: 2.87 -3.17 3.74
H: -0.68 -0.89 -3.29
H: -1.38 4.43 -3.96
H: -4.51 2.69 -1.31
H: -3.00 -1.50 -0.71
H: 1.42 1.97 -1.87
H: -2.48 -3.55 -0.72
H: -4.18 0.79 3.36
H: 0.03 0.28 -5.24
H: -2.18 -1.08 1.76
H: 1.77 5.13 -0.10
H: -2.94 -0.89 4.78
H: 0.69 3.03 0.48
H: 2.12 4.13 2.94
H: 0.85 -2.71 -5.22
H: -2.35 -2.84 1.62
H: 0.44 -3.58 4.88
H: 3.27 -2.15 -2.25
H: -3.06 3.79 -2.30
H: 0.61 4.74 2.26
H: -1.57 -0.05 4.04
H: 2.81 3.84 -0.70
H: 2.50 -3.10 -3.53
H: 3.23 4.69 0.78
H: 3.90 -2.03 1.76
H: -4.49 2.53 3.49

Which charges does Mulliken predict for the atoms? In e, they are:
1. Cr -0.981
2. S 0.010
3. O -0.968
4. O -0.484
5. N 0.139
6. N 0.582
7. N -0.295
8. N 0.038
9. N 0.674
10. N 0.685
11. N 1.786
12. N -0.456
13. N 1.624
14. N 1.831
15. N 1.452
16. C -2.081
17. C 1.103
18. C 0.830
19. C 0.113
20. C 2.140
21. C -1.860
22. C -1.010
23. C 0.308
24. C -1.089
25. C -1.140
26. C -0.654
27. C -0.472
28. C -0.659
29. C -0.374
30. C -1.722
31. C 0.275
32. C -1.539
33. C -0.614
34. C -0.871
35. C -0.161
36. C 0.207
37. C -0.658
38. C -1.963
39. C -2.122
40. C -1.682
41. C -0.984
42. C 0.648
43. C -0.772
44. C -1.144
45. C -1.415
46. C -1.783
47. B -0.636
48. H 0.502
49. H 0.583
50. H 0.446
51. H 0.533
52. H 0.336
53. H 0.516
54. H 0.465
55. H 0.488
56. H 0.600
57. H 0.560
58. H 0.285
59. H 0.409
60. H 0.640
61. H 0.384
62. H 0.337
63. H 0.339
64. H 0.488
65. H 0.585
66. H 0.506
67. H 0.353
68. H 0.470
69. H 0.509
70. H 0.397
71. H 0.926
72. H 0.570
73. H 0.256
74. H 0.441
75. H -0.161
76. H 0.391
77. H 0.372
78. H -0.877
79. H 0.409
80. H 0.443
81. H 0.251
82. H 0.549
83. H 0.373
84. H 0.486
85. H 0.405
86. H 0.026
87. H 0.351
88. H 0.399
89. H 0.477
90. H -0.109
91. H 0.434

---

The following is a DFT calculation (ωB97M-V/def2-TZVPD) of C31H44CaCl3O39 as an isolated structure.

Multiplicity ... 1
Total charge ... -1
E_LUMO ... 0.057 Ha
Gap between HOMO and LUMO ... 0.32983 hartree

Element x y z (Å)
Ca: -0.07 -0.14 0.63
Cl: -2.35 1.20 2.41
Cl: 1.58 1.67 -2.68
Cl: -0.93 -2.90 -0.98
O: -1.47 -1.60 -1.15
O: 2.77 -6.34 2.31
O: -1.00 7.82 -0.25
O: 1.49 -5.13 3.66
O: -0.38 -2.74 0.33
O: -2.36 -2.83 5.54
O: -1.13 1.71 3.09
O: -2.07 3.78 -3.01
O: 0.88 1.02 -3.79
O: -2.21 -0.27 2.34
O: 5.86 -1.84 -5.52
O: -6.61 2.50 -1.22
O: 0.75 1.17 -1.62
O: 3.74 -1.59 -6.21
O: 0.22 8.16 1.68
O: -7.11 0.28 -1.44
O: 2.63 3.09 0.51
O: -3.41 3.41 -4.69
O: 0.15 -2.95 -1.94
O: 0.50 6.23 0.53
O: 0.88 -0.99 2.81
O: 1.98 -0.88 0.13
O: -3.50 1.67 3.08
O: 2.91 1.18 -2.58
O: 3.04 -2.74 -0.43
O: -1.88 -3.91 -1.25
O: -1.75 4.96 -5.01
O: -2.25 1.58 1.07
O: -5.82 0.87 0.23
O: 1.52 1.44 1.57
O: 0.22 -1.52 4.88
O: 2.30 -1.85 4.26
O: -3.47 -4.39 7.01
O: -4.44 -3.50 5.22
O: 3.99 -2.32 -4.22
O: 2.97 -6.69 4.53
O: 1.64 3.03 -2.87
O: 4.21 -0.92 -0.16
O: 3.80 1.74 1.76
C: 2.57 2.03 1.30
C: 4.75 2.45 1.21
C: 5.18 -1.87 -0.73
C: 2.46 -6.04 3.59
C: -5.83 -0.51 0.26
C: -6.60 1.36 -0.74
C: -5.93 -1.77 -1.93
C: -4.04 2.87 -3.61
C: -2.66 -2.30 4.33
C: -4.10 -2.67 4.17
C: 0.99 -4.90 2.37
C: 0.12 5.82 -0.80
C: 1.16 -1.46 3.96
C: -3.41 -3.64 5.99
C: 4.31 -3.09 -0.92
C: 4.63 -1.95 -5.35
C: -1.15 6.74 -1.03
C: 0.82 -1.77 6.02
C: 2.49 -1.31 -5.55
C: 2.15 -5.31 1.48
C: 1.31 -1.65 -6.55
C: 2.60 -2.17 -4.34
C: -0.10 7.47 0.73
C: -2.33 4.09 -4.30
C: 2.98 -1.46 -0.18
C: -3.09 2.97 -2.39
C: -6.70 -0.98 -0.85
C: 3.95 3.32 0.20
C: 2.23 -2.23 5.60
C: 4.01 4.85 0.44
C: -0.31 4.38 -0.49
H: -4.94 3.49 -3.56
H: -4.21 1.83 -3.90
H: -2.66 2.02 -2.10
H: -1.93 6.21 -0.50
H: 1.31 -2.70 -6.85
H: 5.83 -2.22 0.07
H: 3.88 5.05 1.51
H: -7.45 -1.70 -0.54
H: 0.93 6.17 -1.44
H: -6.00 -1.08 1.18
H: 1.18 -1.00 -7.41
H: 2.97 -4.59 1.41
H: 2.69 -0.25 -5.38
H: -1.43 6.94 -2.07
H: -5.61 -2.80 -1.77
H: 0.34 -2.59 6.55
H: 0.46 -1.33 -5.95
H: -4.81 -0.81 0.01
H: -0.16 3.81 -1.41
H: 2.11 -3.08 -4.70
H: -6.58 -1.83 -2.80
H: -5.05 -1.25 -2.31
H: 4.76 -3.85 -0.28
H: 5.02 5.09 0.10
H: 0.85 -0.82 6.55
H: 5.78 -1.51 -1.56
H: 4.32 3.18 -0.82
H: 2.20 -1.54 -3.55
H: -3.38 3.44 -1.45
H: 2.94 -1.61 6.15
H: 4.31 -3.42 -1.96
H: 3.19 5.37 -0.04
H: -2.58 -1.22 4.39
H: -2.03 -2.67 3.51
H: -4.22 -3.10 3.17
H: 5.34 2.93 1.99
H: 5.16 1.61 0.64
H: 0.12 -5.50 2.14
H: 2.43 -3.29 5.78
H: -4.80 -1.84 4.07
H: 0.30 3.89 0.27
H: 1.80 -5.68 0.52
H: -1.38 4.32 -0.26
H: 0.78 -3.86 2.13

These are the Mulliken partial charges, in e, on atoms 1 to 99:
1. Ca 0.737
2. Cl 1.514
3. Cl 1.650
4. Cl 1.693
5. O -0.804
6. O -0.411
7. O -0.361
8. O -0.266
9. O -0.506
10. O -0.232
11. O -0.743
12. O -0.108
13. O -0.741
14. O -0.285
15. O -0.663
16. O -0.569
17. O -0.433
18. O -0.434
19. O -0.600
20. O -0.375
21. O 0.328
22. O -0.371
23. O -0.569
24. O -0.251
25. O 0.392
26. O 1.416
27. O -0.703
28. O -0.694
29. O -0.145
30. O -0.691
31. O -0.632
32. O -0.377
33. O -0.252
34. O -0.605
35. O -0.226
36. O -0.186
37. O -0.645
38. O -0.323
39. O -0.233
40. O -0.629
41. O -0.614
42. O -0.234
43. O -0.389
44. C 0.139
45. C -0.221
46. C -0.453
47. C 0.578
48. C -0.024
49. C 0.574
50. C -1.470
51. C -0.100
52. C 0.441
53. C -0.184
54. C 0.612
55. C 0.386
56. C -0.197
57. C 0.504
58. C -0.406
59. C 0.601
60. C -0.583
61. C -0.492
62. C 0.299
63. C -0.071
64. C -1.406
65. C 0.353
66. C 0.425
67. C 0.553
68. C -0.514
69. C 0.001
70. C 0.579
71. C 0.387
72. C -0.466
73. C -1.441
74. C -0.251
75. H 0.212
76. H 0.262
77. H -0.015
78. H 0.409
79. H 0.340
80. H 0.301
81. H 0.348
82. H 0.234
83. H 0.436
84. H 0.225
85. H 0.387
86. H -0.003
87. H 0.240
88. H 0.339
89. H 0.418
90. H 0.271
91. H 0.381
92. H -0.014
93. H -0.373
94. H 0.218
95. H 0.362
96. H 0.306
97. H 0.370
98. H 0.488
99. H 0.368

---

Number 1: largest force on an atom 2.00 eV/A. Number 2: largest force on an atom 10.25 eV/A.